## one
DFT (wB97M-V/def2-TZVPD) results for a single C4H5NOS molecule.

## Properties
SMILES string: C=C/C=N\OC=S
2S+1: 1
Orbital gap (hartree): 0.313
HOMO level (eV): -8.961
LUMO energy (eV): -0.46

Cartesian coordinates (Å):
C: -2.797 -1.107 -0.079
C: -2.687 0.245 -0.099
C: -1.519 1.151 0.020
N: -0.237 1.018 0.074
O: 0.062 -0.436 0.236
C: 1.394 -0.788 0.072
S: 2.817 0.093 -0.111
H: -1.956 -1.729 0.005
H: -3.890 -1.431 -0.389
H: -3.615 0.690 -0.018
H: -1.943 2.166 0.073
H: 1.148 -1.832 0.222

## two
DFT (wB97M-V/def2-TZVPD) results for a single C4H5NOS molecule.

## Properties
SMILES string: CCOC(=S)C#N
2S+1: 1
Orbital gap (hartree): 0.321
HOMO level (eV): -9.788
LUMO energy (eV): -1.05

Cartesian coordinates (Å):
C: -0.799 1.478 -0.826
C: -0.819 0.132 -0.277
O: 0.531 -0.178 0.094
C: 0.817 -1.240 0.879
S: -0.174 -2.493 1.166
C: 2.232 -1.262 1.054
N: 3.390 -1.264 1.180
H: -1.891 1.684 -1.116
H: -0.168 1.623 -1.714
H: -0.510 2.175 -0.026
H: -1.131 -0.631 -1.017
H: -1.478 -0.025 0.603

Need the numbers? Relative energies in eV: one 2.875; two 0.000.

## one
DFT (wB97M-V/def2-TZVPD) results for a single C4H5NOS molecule.

## Properties
SMILES string: [O-][N+]1=C=CCCS1
2S+1: 1
Orbital gap (spin up / spin down) (hartree): 0.288 / 0.288
HOMO level (spin up / spin down) (eV): -8.756 / -8.757
LUMO energy (spin up / spin down) (eV): -0.93 / -0.93

Cartesian coordinates (Å):
O: 4.027 -0.246 -0.543
N: 2.916 0.031 -0.106
C: 2.242 1.106 0.125
C: 0.954 1.308 0.225
C: 0.095 0.265 -0.493
C: 0.317 -1.045 0.337
S: 2.001 -1.674 0.399
H: 0.670 2.144 0.911
H: -0.978 0.771 -0.496
H: 0.549 0.049 -1.400
H: 0.112 -0.980 1.365
H: -0.261 -1.858 -0.336

## two
DFT (wB97M-V/def2-TZVPD) results for 2 unconnected molecules or ions with the total composition C4H5NOS.

## Properties
2S+1: 1
Orbital gap (hartree): 0.274
HOMO level (eV): -8.573
LUMO energy (eV): -1.11

Cartesian coordinates (Å):
C: -0.434 1.319 -0.121
C: -0.326 -0.014 -0.315
C: 0.957 -0.656 -0.312
C: -1.544 -0.892 -0.055
H: -2.607 1.393 -0.027
H: -1.900 2.776 1.057
H: 0.428 2.093 0.107
H: 1.043 -1.742 -0.305
H: -2.428 -0.203 0.068
N: -1.726 1.807 -0.033
O: -1.621 -2.092 0.238
S: 2.412 0.076 0.140

Need the numbers? Relative energies in eV: one 1.522; two 0.000.

## one
DFT (wB97M-V/def2-TZVPD) results for a molecular structure, C4H5NOS.

## Properties
2S+1: 1
Orbital gap (spin up / spin down) (hartree): 0.291 / 0.291
HOMO level (spin up / spin down) (eV): -9.202 / -9.205
LUMO energy (spin up / spin down) (eV): -1.29 / -1.29

Cartesian coordinates (Å):
C: -0.832 -1.126 0.124
C: -0.320 1.237 -0.116
C: 0.368 0.046 -0.171
C: 1.825 -0.115 0.056
N: -1.612 1.239 0.082
O: -3.519 -0.541 0.165
S: -2.195 -0.214 -0.383
H: -0.563 -2.205 0.014
H: 0.120 2.137 -0.174
H: 2.288 -0.429 -0.768
H: 2.075 -0.810 0.813
H: 2.366 0.783 0.357

## two
DFT (wB97M-V/def2-TZVPD) results for a single C4H5NOS molecule.

## Properties
SMILES string: N#CC[C@@H](S)C=O
2S+1: 1
Orbital gap (hartree): 0.340
HOMO level (eV): -9.579
LUMO energy (eV): -0.32

Cartesian coordinates (Å):
N: 1.673 2.560 0.288
C: 1.305 1.520 0.549
C: 0.823 0.245 0.952
C: 0.066 -0.671 -0.492
S: -0.649 -2.263 0.171
C: -1.014 0.147 -1.036
O: -2.163 0.087 -0.694
H: -0.090 0.490 1.549
H: 1.507 -0.348 1.641
H: 0.916 -0.932 -1.185
H: -1.864 -1.717 -0.029
H: -0.509 0.883 -1.714

Need the numbers? Relative energies in eV: one 2.231; two 0.000.

## one
DFT (wB97M-V/def2-TZVPD) results for 2 unconnected molecules or ions with the total composition C6H17N3.

## Properties
2S+1: 1
Orbital gap (hartree): 0.239
HOMO level (eV): -5.652
LUMO energy (eV): 0.85

Cartesian coordinates (Å):
C: 1.500 -0.747 1.086
C: 1.084 -0.249 -1.261
C: -2.574 -0.251 0.608
C: -1.663 1.883 1.256
C: 0.914 -0.980 -2.560
C: 1.908 1.002 -1.244
N: -1.378 0.547 0.775
N: 1.048 -0.997 -0.131
N: 1.147 -1.550 2.188
H: 0.565 -1.884 -0.233
H: 2.002 0.174 1.303
H: -0.886 0.605 -0.112
H: 0.697 -1.013 2.924
H: 0.536 -2.312 1.917
H: -3.048 -0.386 1.581
H: -2.301 -1.228 0.213
H: -2.384 2.430 0.629
H: -0.734 2.450 1.296
H: -2.073 1.815 2.265
H: -3.314 0.204 -0.070
H: 1.861 -1.371 -2.954
H: 0.500 -0.311 -3.314
H: 0.229 -1.820 -2.443
H: 2.975 0.799 -1.073
H: 1.810 1.519 -2.195
H: 1.578 1.671 -0.450

## two
DFT (wB97M-V/def2-TZVPD) results for 3 unconnected molecules or ions with the total composition C6H17N3.

## Properties
2S+1: 1
Orbital gap (hartree): 0.298
HOMO level (eV): -7.611
LUMO energy (eV): 0.49

Cartesian coordinates (Å):
C: -2.213 -0.788 -1.279
C: -1.848 -2.157 0.732
C: 1.624 2.749 0.294
N: -1.412 -1.064 -0.106
C: 0.755 1.606 -0.218
N: 0.066 1.694 -1.316
H: 0.159 2.616 -1.730
H: -1.202 -2.224 1.608
H: -1.808 0.099 -1.765
H: -2.165 -1.643 -1.963
H: -3.270 -0.617 -1.032
H: -1.776 -3.099 0.179
H: -2.889 -2.046 1.067
H: 1.313 3.064 1.292
H: 1.560 3.608 -0.372
H: 2.671 2.443 0.359
C: 0.747 -1.179 -0.825
C: 1.644 0.232 1.577
N: 0.708 0.456 0.502
H: -1.070 -0.241 0.397
H: 1.365 -0.685 2.101
H: 0.305 -2.154 -0.989
H: 0.672 -0.501 -1.664
H: 1.736 -1.318 -0.405
H: 2.686 0.108 1.240
H: 1.643 1.040 2.317

## three
DFT (wB97M-V/def2-TZVPD) results for 2 unconnected molecules or ions with the total composition C6H17N3.

## Properties
SMILES string: C[C@@H](N)N(C)C.[H]/N=C/C
2S+1: 1
Orbital gap (hartree): 0.327
HOMO level (eV): -8.023
LUMO energy (eV): 0.88

Cartesian coordinates (Å):
C: -1.288 -1.805 0.766
C: -0.913 -0.365 1.138
N: 0.385 -0.262 1.761
N: -0.814 0.508 -0.076
C: -1.939 0.369 -0.996
C: -0.691 1.907 0.351
H: -1.168 -2.431 1.649
H: -0.619 -2.180 -0.008
H: -2.318 -1.895 0.428
H: -1.693 0.036 1.817
H: 1.134 -0.473 0.978
H: 0.458 -0.901 2.544
H: -2.903 0.520 -0.494
H: -1.932 -0.618 -1.451
H: -1.842 1.120 -1.779
H: -1.624 2.280 0.792
H: -0.434 2.518 -0.513
H: 0.103 1.959 1.090
H: 1.341 -2.173 -1.329
N: 2.130 -1.522 -1.294
C: 1.805 -0.347 -0.951
C: 2.865 0.710 -0.919
H: 0.606 0.080 -0.800
H: 2.648 1.483 -1.657
H: 2.854 1.203 0.057
H: 3.849 0.281 -1.102

Need the numbers? Relative energies in eV: one 0.795; two 2.258; three 0.000.